Record 1
C4H9N | ωB97M-V/def2-TZVPD

Each line ends with the natural charge from an NBO analysis.
Positions of all 14 atoms, in Å:
1 C -1.2203 0.6718 0.2408  -0.47
2 C 0.3282 1.2023 -0.4652  -0.46
3 C 1.2364 0.1243 0.4909  -0.27
4 C -0.9061 -0.9281 -0.0717  -0.32
5 H -2.3925 1.2447 -0.3127  0.26
6 H -1.2436 0.9446 1.7610  0.22
7 H 0.5436 2.5850 -0.3756  0.24
8 H 0.4801 0.7839 -1.8151  0.21
9 H 0.8139 0.0319 1.6656  0.22
10 H 2.3575 0.3134 0.3681  0.22
11 H 0.8222 -1.0261 -1.1672  0.34
12 H -1.3322 -1.4696 -1.1854  0.22
13 H -1.3993 -1.7862 0.7738  0.22
14 N 0.6744 -1.1490 -0.1260  -0.63

Cartesian forces (eV/Å) of the 6 atoms listed first:
-0.0235 0.8350 -0.4620
-0.5424 1.3648 0.7683
-2.2833 0.4332 -0.4977
-1.1645 -3.1172 0.1039
4.0121 -2.1262 1.8400
0.1050 -0.7692 -4.8807

Results
Kohn-Sham gap = 9.961 eV
Net charge = 0
2S+1 = 1
E_tot = -5775.405 eV
LUMO energy = 0.829 eV
Energy relative to the best compared isomer or geometry (same formula, charge and spin) = 811.2 kJ/mol


Record 2
C4H9N | ωB97M-V/def2-TZVPD

Each line ends with the Löwdin spin population.
Positions of all 14 atoms, in Å:
1 C -1.2978 1.4345 1.8300  0.40
2 C -1.1805 0.6509 0.7156  0.08
3 N -0.0578 -0.0030 0.3872  0.40
4 C 0.3562 -0.1574 -1.0127  0.04
5 C 1.4229 -1.2261 -1.1510  0.00
6 H -2.1538 2.0946 1.8239  0.02
7 H -0.6828 1.3690 2.7140  0.02
8 H -1.9299 0.7142 -0.0700  0.00
9 H 0.3796 -0.5888 1.0983  0.01
10 H -0.5638 -0.4976 -1.4957  0.01
11 H 0.6974 0.8113 -1.3711  0.02
12 H 2.3548 -0.8662 -0.7383  0.00
13 H 1.1561 -2.1167 -0.5674  0.00
14 H 1.4993 -1.6188 -2.1627  0.00

Cartesian forces (eV/Å) of the 6 atoms listed first:
-0.9027 -0.5868 0.4003
0.4852 0.4741 -0.7716
-0.3620 -0.5067 0.4454
-0.4741 -1.1855 0.1298
-0.3324 -0.5638 0.6734
0.0161 0.0832 0.3231

Results
Kohn-Sham gap (alpha / beta) = 11.284 / 9.143 eV
Net charge = +1
2S+1 = 2
E_tot = -5775.206 eV
Expectation value of S² = 0.776
LUMO energy (alpha / beta) = -3.991 / -7.407 eV
Energy relative to the best compared isomer or geometry (same formula, charge and spin) = 118.8 kJ/mol


Record 3
C4H9N | ωB97M-V/def2-TZVPD

Each line ends with the Löwdin spin population.
Positions of all 14 atoms, in Å:
1 N 1.7808 -1.2472 -0.2185  0.25
2 C 1.5890 0.1478 0.1777  0.04
3 C -2.2619 0.4460 0.0579  0.06
4 C -0.8378 0.4198 -0.3461  0.30
5 C 0.1521 0.1453 0.5631  0.26
6 H 1.2125 -1.4156 -1.0252  0.00
7 H 2.7528 -1.4991 -0.3664  0.02
8 H 1.9502 0.9000 -0.5230  0.01
9 H 2.2603 0.2782 1.0369  0.01
10 H -2.4091 0.4919 1.1341  0.00
11 H -2.7260 1.3966 -0.2527  0.02
12 H -2.8346 -0.3568 -0.4118  0.02
13 H -0.6837 0.4719 -1.4189  0.01
14 H 0.0554 -0.1788 1.5928  0.00

Cartesian forces (eV/Å) of the 6 atoms listed first:
-0.6583 1.5265 -0.4273
1.8033 -0.3299 0.2332
0.0527 1.2829 0.4509
-1.9261 -0.8573 0.5878
1.7317 -0.0996 -0.0262
0.0517 -0.6014 -0.4677

Results
Kohn-Sham gap (alpha / beta) = 11.246 / 5.901 eV
Net charge = +1
2S+1 = 2
E_tot = -5774.054 eV
Expectation value of S² = 0.760
LUMO energy (alpha / beta) = -4.341 / -8.702 eV
Energy relative to the best compared isomer or geometry (same formula, charge and spin) = 229.9 kJ/mol


Record 4
C4H9N2 | ωB97M-V/def2-TZVPD

Each line ends with the natural charge from an NBO analysis.
Positions of all 15 atoms, in Å:
1 C 1.9604 -0.0305 0.0444  -0.49
2 N 0.8511 0.3688 -0.6530  -0.18
3 C -0.3810 1.3225 -0.0102  0.12
4 C -0.5593 0.4209 1.1245  -0.22
5 N -0.5131 -0.0778 -0.2429  -0.08
6 C -1.4094 -1.0168 -0.8848  -0.40
7 H 2.6149 -0.6054 -0.6600  0.26
8 H 2.6165 0.8786 0.3132  0.26
9 H 1.6872 -0.6358 0.9869  0.20
10 H -0.8465 2.1764 -0.4829  0.28
11 H 0.1749 0.3762 1.8100  0.24
12 H -1.6244 0.5056 1.4883  0.25
13 H -0.5972 -1.7410 -1.1008  0.26
14 H -2.0052 -1.3069 -0.0046  0.24
15 H -1.9688 -0.6348 -1.7283  0.26

Cartesian forces (eV/Å) of the 6 atoms listed first:
3.0131 -0.7978 3.0018
-5.6849 3.3035 -2.0988
3.0982 -1.7037 -1.2822
-4.8483 2.1724 -0.8624
2.0002 1.3042 0.5298
1.2317 -1.0310 1.1592

Results
SMILES = CN1[C@@H]2C[N@@+]21C
Kohn-Sham gap = 11.681 eV
Net charge = +1
2S+1 = 1
E_tot = -7261.804 eV
LUMO energy = -3.397 eV
Energy relative to the best compared isomer or geometry (same formula, charge and spin) = 611.5 kJ/mol


Record 5
C4H9N2 | ωB97M-V/def2-TZVPD

Each line ends with the natural charge from an NBO analysis.
Positions of all 15 atoms, in Å:
1 C 2.9418 -0.7536 -0.0017  0.10
2 C 1.0570 0.7828 0.5103  0.12
3 C 0.1451 1.1863 -0.4785  -0.26
4 C -2.1951 -0.8175 -0.0900  -0.51
5 N 2.0853 0.0899 0.2752  -0.23
6 N -1.6035 0.0084 0.7433  -0.41
7 H 3.8575 -0.3977 -0.2792  0.22
8 H 2.7204 -1.7535 0.0796  0.22
9 H -0.3957 2.0510 -0.2154  0.22
10 H 0.7367 1.2009 1.3595  0.25
11 H 0.1884 0.9235 -1.6122  0.24
12 H -1.9699 -1.8871 0.0207  0.21
13 H -3.3112 -0.9214 0.0756  0.25
14 H -2.1224 -0.5797 -1.2293  0.24
15 H -2.1344 0.8677 0.8421  0.34

Cartesian forces (eV/Å) of the 6 atoms listed first:
-1.2775 1.2449 0.5279
-0.2403 -0.7358 -3.8290
-0.2221 -1.0766 -2.7036
-3.6606 -3.9894 -4.3001
-0.4366 0.1883 0.6889
2.8442 2.9869 2.4597

Results
Kohn-Sham gap (alpha / beta) = 8.781 / 7.684 eV
Net charge = +1
2S+1 = 1
E_tot = -7261.552 eV
LUMO energy (alpha / beta) = -4.804 / -6.072 eV
Energy relative to the best compared isomer or geometry (same formula, charge and spin) = 635.9 kJ/mol


Record 6
C4H9N2 | ωB97M-V/def2-TZVPD

Each line ends with the natural charge from an NBO analysis.
Positions of all 15 atoms, in Å:
1 C 0.6230 -1.3752 -0.2093  0.10
2 N 0.5606 -0.1406 -0.2397  -0.22
3 C 1.5405 0.8523 -0.0022  -0.46
4 C -0.8630 0.5374 -0.4397  0.07
5 C -1.8343 0.2493 0.6705  -0.26
6 N -1.9926 -0.2658 -0.7053  -0.56
7 H 1.5638 -2.0165 0.0886  0.25
8 H -0.2372 -1.9146 -0.3437  0.20
9 H 1.0409 1.4892 0.7878  0.25
10 H 1.7297 1.5526 -0.8295  0.27
11 H 2.3551 0.4940 0.6520  0.26
12 H -0.7164 1.4521 -1.0355  0.24
13 H -1.5317 -0.4908 1.5102  0.24
14 H -2.5522 1.1293 0.7549  0.25
15 H -1.9293 -1.2401 -0.7930  0.38

Cartesian forces (eV/Å) of the 6 atoms listed first:
4.1707 -2.4001 1.4303
-2.7942 1.8674 -1.0465
0.3300 1.9227 3.1036
1.2421 -1.3846 -0.2396
-0.5417 0.9717 -0.2408
0.0098 1.4764 0.5606

Results
SMILES = C=[N+](C)[C@@H]1CN1
Kohn-Sham gap = 9.830 eV
Net charge = +1
2S+1 = 1
E_tot = -7264.274 eV
LUMO energy = -4.768 eV
Energy relative to the best compared isomer or geometry (same formula, charge and spin) = 373.2 kJ/mol


Record 7
C4H9N2 | ωB97M-V/def2-TZVPD

Each line ends with the natural charge from an NBO analysis.
Positions of all 15 atoms, in Å:
1 C -0.1858 -0.3752 2.2464  -0.71
2 C -0.2138 -0.8347 0.8885  0.51
3 N -0.3367 -1.6029 -0.0655  -0.11
4 N -0.0010 -0.2183 -0.4756  -0.15
5 C 1.3005 0.0755 -1.0755  -0.42
6 C -1.0213 0.6048 -1.1898  -0.43
7 H -1.1301 -0.7379 2.8944  0.32
8 H -0.2092 0.6750 2.1055  0.27
9 H 0.7523 -0.7257 2.5592  0.29
10 H 1.2871 -0.2401 -2.0919  0.24
11 H 1.3719 1.2150 -1.1496  0.23
12 H 2.1359 -0.2943 -0.5332  0.24
13 H -0.4076 1.4601 -1.7151  0.25
14 H -1.5311 0.0179 -1.9092  0.25
15 H -1.8109 0.9807 -0.4886  0.24

Cartesian forces (eV/Å) of the 6 atoms listed first:
-3.1429 -0.9405 0.6963
-0.3269 0.7011 -2.3784
-0.2928 -1.2690 -0.3203
-0.1478 1.1723 0.6094
0.2339 2.1879 0.1060
0.2736 1.9277 0.6407

Results
SMILES = CC1=N[N+]1(C)C
Kohn-Sham gap = 12.382 eV
Net charge = +1
2S+1 = 1
E_tot = -7263.855 eV
LUMO energy = -3.813 eV
Energy relative to the best compared isomer or geometry (same formula, charge and spin) = 413.6 kJ/mol


Record 8
C4H9N2 | ωB97M-V/def2-TZVPD

Each line ends with the natural charge from an NBO analysis.
Positions of all 15 atoms, in Å:
1 C -1.5631 2.9295 -0.5346  -0.08
2 C -0.9884 2.0162 -0.0061  0.06
3 C 0.8244 1.3674 1.3111  -0.41
4 C -0.8008 -0.2245 0.5830  0.14
5 N 0.4417 -2.2802 -1.0019  -1.09
6 N -0.3508 1.0149 0.6024  -0.31
7 H -2.2719 3.7126 -0.9688  0.30
8 H 0.5727 2.0068 2.2092  0.26
9 H 1.2786 0.4599 1.6519  0.23
10 H 1.4901 1.7598 0.6420  0.24
11 H -0.3012 -1.2251 0.9673  0.29
12 H 0.9389 -2.9380 -0.3974  0.38
13 H -1.7650 -0.4619 0.0876  0.24
14 H -0.1022 -2.7998 -1.6121  0.37
15 H 1.0179 -1.8226 -1.6747  0.38

Cartesian forces (eV/Å) of the 6 atoms listed first:
-1.3914 0.8109 -0.3933
-1.5808 1.7646 -1.2670
-0.0130 -0.4057 3.2067
-0.0056 -1.3480 -0.1734
0.3285 0.8321 1.4714
-1.1856 -3.7290 0.2940

Results
Kohn-Sham gap = 9.150 eV
Net charge = +1
2S+1 = 1
E_tot = -7263.651 eV
LUMO energy = -5.228 eV
Energy relative to the best compared isomer or geometry (same formula, charge and spin) = 433.3 kJ/mol


Record 9
C4H9N2 | ωB97M-V/def2-TZVPD

Each line ends with the natural charge from an NBO analysis.
Positions of all 15 atoms, in Å:
1 C 2.4151 0.1793 0.1747  -0.66
2 C 1.1581 -0.5517 -0.2695  -0.22
3 N 0.0002 0.3839 -0.0552  -0.49
4 C -1.2084 0.0595 0.0844  0.54
5 C -2.5996 0.6390 0.0482  -0.20
6 N -2.1639 -0.8281 -0.0162  -0.54
7 H 3.3951 -0.2718 -0.2605  0.26
8 H 2.4988 1.1907 -0.1178  0.22
9 H 2.6651 0.0968 1.2871  0.24
10 H 1.1768 -0.7778 -1.2787  0.22
11 H 0.9689 -1.4569 0.1933  0.22
12 H 0.3577 1.3126 -0.1085  0.44
13 H -3.1714 0.9260 0.9814  0.24
14 H -3.0854 0.9835 -0.8022  0.23
15 H -2.4071 -1.8851 0.1395  0.48

Cartesian forces (eV/Å) of the 6 atoms listed first:
2.9749 -2.4915 1.3883
0.1835 2.3334 0.8463
2.6307 -1.5650 0.0237
-3.8125 0.7098 -0.9503
-0.1031 -2.0554 3.0405
0.5893 -1.3148 0.6742

Results
SMILES = CC/[NH+]=C1/CN1
Kohn-Sham gap = 12.060 eV
Net charge = +1
2S+1 = 1
E_tot = -7264.989 eV
LUMO energy = -3.226 eV
Energy relative to the best compared isomer or geometry (same formula, charge and spin) = 304.2 kJ/mol


Record 10
C4H9N2O | ωB97M-V/def2-TZVPD

Each line ends with the natural charge from an NBO analysis.
Positions of all 16 atoms, in Å:
1 C -0.8746 -1.4176 0.0071  -0.09
2 C -2.1591 -1.0346 -0.0400  0.09
3 C -0.9267 0.7579 0.0555  0.65
4 C -0.4640 2.1985 -0.0361  -0.68
5 N -0.0900 -0.2684 0.0975  -0.54
6 N 2.4452 -1.0064 -0.0063  -1.07
7 O -2.1836 0.3644 -0.0621  -0.36
8 H -0.6001 -2.4667 0.0039  0.27
9 H -3.1716 -1.3809 -0.1297  0.26
10 H 2.3867 -0.4754 0.8619  0.38
11 H -1.0660 2.6114 -0.8937  0.28
12 H 0.5638 2.3464 -0.1941  0.25
13 H -0.6267 2.5453 1.0183  0.27
14 H 0.9365 -0.2866 -0.3962  0.49
15 H 2.6906 -1.9209 0.2733  0.40
16 H 3.1396 -0.5665 -0.5594  0.39

Cartesian forces (eV/Å) of the 6 atoms listed first:
-1.3471 -1.0593 0.1715
-0.0429 1.3807 -0.3044
1.3209 0.3982 -1.2557
-2.9053 -0.9810 0.7368
0.0208 -0.0425 -1.8350
-1.2147 1.5426 0.4903

Results
Kohn-Sham gap = 11.129 eV
Net charge = +1
2S+1 = 1
E_tot = -9314.362 eV
LUMO energy = -3.402 eV
Energy relative to the best compared isomer or geometry (same formula, charge and spin) = 159.5 kJ/mol


> Which formula does entry 1 have?

C4H9N